Entry 1:
{"formula": "C5H10O", "method": "ωB97M-V/def2-TZVPD", "total_charge": 0, "homo_lumo_gap_ev": 8.3, "homo_ev": -7.193, "lumo_ev": 1.083, "relative_energy_ev": 5.1409, "total_energy_ev": -7389.6245, "elements": ["C", "C", "C", "C", "O", "C", "H", "H", "H", "H", "H", "H", "H", "H", "H", "H"], "xyz": [[2.10918, 0.55992, 0.15126], [1.02693, -0.09060, -0.71273], [-0.21708, -0.37929, 0.08339], [-1.47362, -0.99065, -0.47771], [-2.12251, -0.49885, 0.84420], [-1.13682, 0.67787, 0.64766], [2.33190, -0.07341, 1.01628], [1.77737, 1.53526, 0.53000], [3.03594, 0.72203, -0.41044], [1.41458, -1.03656, -1.11580], [0.83804, 0.55363, -1.59226], [-1.28059, -0.98992, 1.31392], [-1.59184, -2.07033, -0.60623], [-2.06715, -0.43855, -1.22928], [-0.93341, 1.18794, 1.59318], [-1.71093, 1.33152, -0.03543]], "forces_ev_per_a": [[0.04, 0.04, 0.04], [0.06, -0.06, -0.03], [0.07, 0.19, -0.31], [-0.12, -0.22, -0.05], [0.06, -0.14, 0.12], [-0.02, 0.18, 0.21], [-0.02, 0.09, -0.12], [0.04, -0.14, -0.05], [-0.15, -0.02, 0.07], [-0.08, 0.12, 0.07], [-0.03, -0.07, 0.13], [-0.22, 0.04, 0.02], [0.06, 0.17, 0.02], [0.14, 0.00, 0.05], [0.00, -0.09, -0.16], [0.15, -0.08, 0.00]], "mulliken_charge": [-1.19, -0.24, -0.49, -0.49, -0.27, -0.31, 0.29, 0.27, 0.37, 0.28, 0.30, 0.51, 0.25, 0.25, 0.26, 0.23]}


Entry 2:
{"formula": "C3H5N3", "method": "ωB97M-V/def2-TZVPD", "total_charge": 0, "homo_lumo_gap_ev": 8.4, "homo_ev": -7.930, "lumo_ev": 0.454, "relative_energy_ev": 4.8792, "total_energy_ev": -7657.5763, "elements": ["C", "N", "C", "C", "N", "N", "H", "H", "H", "H", "H"], "xyz": [[0.54590, 0.33435, 0.74403], [-0.82304, -0.61523, -0.69943], [0.42572, 0.02548, -0.73850], [-0.85247, -0.28763, 1.04459], [-1.08450, -1.48613, 0.53891], [1.02277, 0.32624, -1.80482], [-1.55189, -0.58259, -1.39723], [1.88267, 0.83981, -1.62897], [1.34814, -0.18284, 1.27299], [0.61382, 1.41040, 0.91865], [-1.52711, 0.21813, 1.74979]], "forces_ev_per_a": [[-0.16, -0.01, -0.26], [0.45, -0.03, -0.82], [-0.30, -0.13, 0.01], [0.10, -0.48, 0.49], [-0.06, 0.84, 0.15], [0.06, -0.07, 0.09], [0.09, -0.05, 0.13], [-0.10, 0.04, 0.06], [-0.10, 0.01, 0.03], [-0.02, -0.07, -0.03], [0.05, -0.05, 0.16]], "mulliken_charge": [-0.43, -0.08, 0.39, 0.06, -0.63, -0.69, 0.23, 0.24, 0.28, 0.28, 0.35]}


Entry 3:
{"formula": "C25H24N2O2S", "method": "ωB97M-V/def2-TZVPD", "total_charge": 0, "homo_lumo_gap_ev": 7.1, "homo_ev": -6.962, "lumo_ev": 0.139, "relative_energy_ev": 8.3761, "total_energy_ev": -44218.4597, "elements": ["C", "C", "C", "N", "C", "C", "C", "C", "C", "C", "C", "C", "H", "H", "H", "H", "H", "H", "H", "H", "H", "H", "H", "H", "H", "H", "C", "C", "C", "C", "S", "C", "C", "C", "C", "C", "C", "N", "C", "C", "O", "O", "C", "C", "H", "H", "H", "H", "H", "H", "H", "H", "H", "H"], "xyz": [[1.19469, 1.90685, -3.80857], [1.87160, 0.53696, -3.83339], [2.19434, 0.14399, -2.37945], [1.57856, 1.16310, -1.53515], [1.67768, 1.14014, -0.16434], [0.79462, 2.13029, 0.53722], [-0.58646, 2.37148, 0.27505], [-1.22509, 3.49684, 0.80667], [-0.53476, 4.41257, 1.60850], [0.82117, 4.18332, 1.84059], [1.47124, 3.08957, 1.29350], [0.86254, 2.17958, -2.33039], [1.84972, 2.67319, -4.23639], [0.31217, 1.89633, -4.45492], [1.19405, -0.18749, -4.29678], [2.77288, 0.57494, -4.44594], [1.82672, -0.87992, -2.18677], [3.28023, 0.18603, -2.22094], [1.31212, -0.22186, 0.05103], [-1.18712, 1.71149, -0.35553], [-2.29168, 3.68050, 0.63312], [-1.03341, 5.28329, 2.05679], [1.38998, 4.85250, 2.47708], [2.54405, 2.96603, 1.39904], [1.15511, 3.21213, -2.06803], [-0.24280, 2.12839, -2.24669], [-0.66653, -4.39252, 1.44495], [-1.24270, -3.11942, 1.39750], [-0.47334, -1.98912, 1.68371], [0.88015, -2.13132, 1.98181], [1.79487, -0.62950, 2.39797], [2.51312, 0.11683, 0.88225], [3.71246, 0.97590, 1.21870], [4.73418, 1.10972, 0.26245], [5.83798, 1.92663, 0.50623], [6.02512, 2.49862, 1.76879], [7.10172, 3.40732, 2.00492], [8.00596, 4.16231, 2.18081], [5.15446, 2.13561, 2.79954], [4.04526, 1.32147, 2.54383], [0.89199, 0.39285, 2.86367], [2.83075, -1.19700, 3.24337], [1.46234, -3.40482, 2.05565], [0.68776, -4.53381, 1.77141], [-1.27888, -5.27264, 1.23991], [-2.29532, -2.99029, 1.14768], [-0.90811, -0.99117, 1.68448], [2.94559, -0.83682, 0.50476], [4.66172, 0.58225, -0.69258], [6.53515, 2.15456, -0.30308], [5.32708, 2.51842, 3.81025], [3.47868, 1.03157, 3.43430], [2.50923, -3.51435, 2.33570], [1.14542, -5.52409, 1.81447]], "forces_ev_per_a": [[0.39, 0.05, 0.04], [-0.05, -0.29, -0.21], [0.16, 0.78, -0.03], [1.17, 0.12, -2.90], [-2.82, -5.20, 3.05], [-0.42, 1.04, -0.29], [0.39, -0.07, 0.34], [-0.06, 0.06, 0.23], [0.37, -0.32, 0.03], [-0.23, 0.31, 0.32], [-0.16, -0.25, -0.29], [-0.54, 0.46, -0.10], [0.01, -0.08, 0.30], [-0.04, 0.09, 0.34], [0.20, -0.04, 0.16], [-0.01, -0.17, 0.06], [0.01, 0.20, 0.45], [-0.07, -0.45, 0.00], [-2.67, 1.61, -0.85], [0.39, -0.01, 0.28], [0.43, -0.27, -0.11], [0.20, -0.49, -0.31], [-0.06, 0.10, -0.13], [-0.27, 0.27, 0.22], [-0.11, -0.47, 0.17], [0.52, -0.09, 0.34], [0.11, 0.28, 0.02], [0.15, 0.01, 0.14], [0.02, -0.12, -0.21], [-0.50, 0.20, -0.44], [-0.99, -0.56, 0.65], [3.31, 1.71, -1.48], [2.20, -2.01, 2.17], [-0.19, 0.63, -0.01], [-0.20, -0.02, -0.36], [-0.56, -0.38, -0.09], [3.67, 2.93, 0.65], [-3.47, -2.86, -0.65], [-0.24, 0.07, 0.09], [0.43, 1.22, 0.17], [0.01, -0.50, 0.46], [0.01, 0.94, -0.67], [0.05, 0.14, -0.19], [-0.09, 0.30, 0.06], [0.22, 0.26, 0.03], [0.25, -0.12, 0.09], [0.04, -0.21, -0.05], [-0.19, 0.68, -0.86], [-0.14, 0.39, 0.19], [-0.10, -0.23, 0.33], [0.00, -0.26, -0.37], [-0.11, 0.20, -0.72], [-0.26, 0.10, -0.08], [-0.16, 0.32, 0.02]], "mulliken_charge": [-0.62, -0.63, -0.33, 0.43, 0.32, -0.04, -0.49, -0.85, -0.54, -0.79, 0.08, -0.49, 0.30, 0.30, 0.31, 0.32, 0.30, -0.03, -0.10, 0.58, 0.38, 0.38, 0.43, 0.30, 0.27, 0.19, -0.37, -0.68, -0.18, -0.05, 1.50, 0.46, -0.26, -0.67, -0.68, 0.48, -0.10, -0.57, -0.86, -0.13, -0.62, -0.70, -0.23, -0.63, 0.37, 0.37, 0.39, 0.82, 0.25, 0.45, 0.44, 0.36, 0.42, 0.37]}


Entry 4:
{"formula": "F2H2NOP", "method": "ωB97M-V/def2-TZVPD", "total_charge": 0, "smiles": "N=P(O)(F)F", "homo_lumo_gap_ev": 11.0, "homo_ev": -10.621, "lumo_ev": 0.345, "relative_energy_ev": 0.9389, "total_energy_ev": -18296.3789, "elements": ["N", "P", "O", "F", "F", "H", "H"], "xyz": [[-1.21781, 0.82467, 0.10470], [0.15246, 0.11918, 0.10029], [0.07013, -1.47739, 0.13612], [1.12467, 0.44745, -1.12512], [1.21459, 0.22433, 1.25925], [-0.94536, 1.86461, 0.13142], [-0.39869, -2.00286, -0.60666]], "forces_ev_per_a": [[1.81, 1.89, 0.35], [0.48, -1.75, -0.54], [-0.91, -0.60, -1.85], [-0.65, -0.21, 1.08], [-0.71, 0.46, -0.66], [-1.05, -1.54, -0.15], [1.01, 1.76, 1.77]], "mulliken_charge": [-0.60, 0.98, -0.50, -0.25, -0.23, 0.24, 0.36]}


Entry 5:
{"formula": "C2H2FNO2", "method": "ωB97M-V/def2-TZVPD", "total_charge": 0, "homo_lumo_gap_ev": [9.3, 8.7], "homo_ev": [-10.108, -9.928], "lumo_ev": [-0.846, -1.202], "relative_energy_ev": 6.6936, "total_energy_ev": -10402.4895, "elements": ["C", "C", "N", "O", "O", "F", "H", "H"], "xyz": [[-1.43783, -0.07037, -0.00108], [-0.30561, -0.70956, 0.04191], [1.59326, 0.59612, 0.03617], [1.34387, 1.75124, 0.04948], [2.61361, -0.03320, -0.05494], [0.03374, -2.00403, 0.02838], [-2.44017, -0.46845, -0.29667], [-1.40087, 0.93825, 0.19674]], "forces_ev_per_a": [[-0.99, -1.89, -0.79], [1.98, -0.66, 0.26], [-1.10, -2.31, -0.03], [0.18, 0.10, 0.02], [-0.99, 0.86, 0.13], [-0.37, 1.74, -0.30], [1.12, -0.10, 0.55], [0.18, 2.27, 0.16]], "mulliken_charge": [-0.50, 0.32, 0.61, -0.40, -0.41, -0.17, 0.27, 0.27]}


Q: What is the formula in the fourth record?
A: F2H2NOP